Formula: C4H13O3
Source: the OMol25 dataset
Level of theory: the ωB97M-V functional and the def2-TZVPD basis

Atoms and positions in Å:
C (0.32019, 1.25787, 1.13171)
O (1.17284, 1.43780, 0.08273)
C (-1.16935, 1.28834, 0.72262)
C (-1.46701, 0.31074, -0.44664)
C (-2.69870, -0.58034, -0.21359)
H (0.42372, 0.22380, 1.55371)
H (0.41403, 1.87622, 2.02434)
H (-1.46574, 2.31338, 0.44302)
H (-1.82410, 0.93973, 1.51125)
H (-0.65323, -0.40800, -0.55746)
H (-1.45136, 0.90674, -1.35751)
H (-3.22112, -0.78029, -1.14894)
H (-3.43110, -0.16844, 0.48188)
H (-2.34352, -1.51384, 0.23631)
H (1.49491, -1.96825, -0.60364)
H (0.25281, -2.39742, 0.17233)
O (0.94390, -2.76587, -0.38781)
H (1.71137, 0.43071, -0.50728)
H (3.28459, 0.11449, -0.77694)
O (2.48676, -0.40603, -0.73642)

The multiplicity is 1. The LUMO energy is 3.9 eV. For the total energy, the calculation gives -10501.724 eV. Its charge is -1. For the gap between HOMO and LUMO, the calculation gives 7.775 eV. As for the energy above the lowest of the compared OMol25 structures with the same formula, charge and spin: 47.88 kJ/mol.